21
Properties=species:S:1:pos:R:3:mulliken_charge:R:1 method="wB97M-V/def2-TZVPD" spin_multiplicity=2 charge=+2
C 0.62303 0.58072 -2.41324 -1.325
C 1.04929 -0.17987 -1.25090 0.197
C -0.02062 -0.62793 -0.26710 -0.366
C 0.04866 -0.31051 1.14991 0.527
N -1.08956 -0.47706 1.95448 -0.036
O 0.98424 0.15840 1.85570 -0.441
N 1.97700 0.91534 -0.50949 -0.482
H 1.39364 0.88043 -3.22409 0.373
H 0.14137 1.53130 -2.00652 0.414
H -0.20311 0.05960 -3.00581 0.331
H 1.81963 -0.99729 -1.38717 0.419
H -1.04594 -0.32282 -0.66086 0.171
H -0.22085 -1.74519 -0.36435 0.499
H -1.99626 -0.76778 1.63221 0.328
H -1.19422 -0.16423 2.90484 0.349
H 1.46188 1.96020 -0.43263 0.415
H 2.78100 1.08725 -1.09148 0.367
H 2.17173 0.57938 0.43575 0.321
H -3.20953 -0.37095 -0.97242 0.318
H -3.06509 0.45327 0.38076 0.359
O -2.89030 -0.41159 -0.06010 -0.738

---

97
Properties=species:S:1:pos:R:3:mulliken_charge:R:1 method="wB97M-V/def2-TZVPD" charge=+2
Ti -0.28056 -1.55769 0.28253 -1.087
O 0.28148 -5.39642 0.14160 -0.579
C -0.19578 -4.31583 -0.02600 -0.224
N -0.29341 -3.30763 0.95875 1.023
C -0.92288 -3.74328 2.19917 -1.282
C -1.86979 -2.66640 2.62458 0.439
C -2.75394 -2.82741 3.67650 -1.108
C -3.58068 -1.77456 4.02377 -0.605
C -3.49584 -0.58660 3.30825 -1.309
C -2.59031 -0.50333 2.27506 -0.689
N -1.78685 -1.52143 1.92486 1.013
C -0.97158 -3.90728 -1.24541 0.890
C -1.28407 -4.78898 -2.25054 -0.867
C -2.22691 -4.39767 -3.19699 -0.605
C -2.82975 -3.15857 -3.06967 -0.873
C -2.42528 -2.31093 -2.04872 -0.714
N -1.48863 -2.65887 -1.16712 0.922
H -0.17588 -3.92948 2.97571 0.338
H -1.45410 -4.68492 2.05008 0.657
H -2.78816 -3.76753 4.21164 0.598
H -4.28339 -1.87643 4.84055 0.468
H -4.12182 0.26169 3.54816 0.570
H -2.48157 0.40472 1.70482 0.773
H -0.82580 -5.76887 -2.25216 0.604
H -2.50992 -5.06657 -3.99940 0.491
H -3.60343 -2.83905 -3.75411 0.520
H -2.85556 -1.32960 -1.93246 0.747
Cl 0.64454 -1.59252 4.00708 -0.118
C 1.80100 -0.30086 4.11723 0.813
C 2.47636 -0.15897 5.32221 -0.649
C 3.35690 0.89320 5.48779 -0.682
C 3.54746 1.80794 4.45757 -0.921
C 2.87107 1.64935 3.26475 -0.992
C 1.99552 0.57463 3.05878 -0.113
P 1.12626 0.56288 1.43919 2.691
C 0.15213 2.09183 1.71469 1.218
C -0.68544 2.06574 2.83407 -1.020
C -1.44168 3.17515 3.17700 -0.748
C -1.36443 4.33004 2.40747 -0.846
C -0.51685 4.37133 1.31029 -0.568
C 0.24262 3.25977 0.96338 -0.301
C 2.48764 0.92263 0.27471 0.293
C 2.24706 1.46727 -0.98774 0.412
C 3.28926 1.68456 -1.87502 -1.040
C 4.58722 1.34486 -1.52263 -0.839
C 4.83308 0.77706 -0.28238 -1.074
C 3.79338 0.56395 0.61046 -0.705
H 2.29691 -0.86911 6.11804 0.551
H 3.88440 1.00592 6.42591 0.429
H 4.22118 2.64434 4.58639 0.466
H 3.02370 2.36841 2.46909 0.520
H -0.71586 1.18377 3.46593 0.506
H -2.07239 3.14941 4.05682 0.470
H -1.94428 5.20286 2.67959 0.426
H -0.42663 5.28097 0.72962 0.535
H 0.92431 3.32857 0.12895 0.433
H 1.23989 1.72092 -1.28807 -0.350
H 3.08410 2.12317 -2.84421 0.524
H 5.40259 1.52018 -2.21255 0.447
H 5.84055 0.49943 -0.00044 0.469
H 4.01662 0.12926 1.57512 0.485
C -3.06816 2.50188 -5.37438 -1.212
Ge -1.88463 2.57780 -3.83679 0.790
C -0.00317 2.57313 -4.34468 -1.063
C -2.24350 4.11732 -2.69662 -1.236
C -2.18703 0.87264 -2.82299 -1.366
Se -1.30595 0.89262 -1.07164 0.514
C -2.74841 1.83080 -0.16858 -0.934
H -2.92542 3.39194 -5.98843 0.393
H -4.11290 2.46489 -5.06498 0.382
H -2.85164 1.62717 -5.98852 0.372
H 0.22582 3.47595 -4.91261 0.491
H 0.24072 1.71114 -4.96667 0.352
H 0.63601 2.56410 -3.45956 0.147
H -2.00252 5.02197 -3.25738 0.453
H -1.61620 4.09826 -1.80251 0.268
H -3.29198 4.18352 -2.40302 0.348
H -1.75839 0.05849 -3.40098 0.377
H -3.24399 0.66479 -2.65324 0.725
H -3.04695 2.64034 -0.82700 0.324
H -2.36712 2.25118 0.75856 -0.165
H -3.58564 1.16054 0.00818 0.474
C 2.65657 -2.81371 1.32675 -1.134
C 2.49292 -2.50092 -0.12287 0.512
C 3.40368 -2.71493 -1.09480 -1.231
C 2.86757 -2.20796 -2.32451 -0.781
C 1.64514 -1.69386 -2.07062 -0.109
C 0.76354 -1.02239 -3.06012 -0.442
N 1.34744 -1.86007 -0.68892 2.098
H 3.68474 -3.13393 1.49030 0.486
H 2.00266 -3.61004 1.67707 0.100
H 2.48817 -1.93891 1.95883 0.012
H 4.36774 -3.17860 -0.95322 0.600
H 3.34599 -2.21979 -3.29234 0.601
H 1.23544 -1.11512 -4.03814 0.596
H 0.66150 0.04418 -2.86578 -0.449
H -0.22583 -1.47343 -3.14033 -0.128

---

Energy above the lowest of the compared OMol25 structures with the same formula, charge and spin in kJ/mol, matching the order above: 168.4 95.2